(1)
C30H47FP2Pt as an isolated structure. Source: the OMol25 dataset; level of theory: ωB97M-V with the def2-TZVPD basis set.

Atoms and positions in Å:
Pt 1.4322 0.8137 -1.8206
C 1.9488 -0.3534 3.0587
C 1.5185 0.9507 3.4312
C -0.2544 -0.4911 3.7022
C 0.8491 -1.2455 3.2134
C 0.1598 0.8668 3.8365
C 3.3383 -0.7775 2.8060
H 3.9591 0.0454 2.4415
H 3.3915 -1.6050 2.0890
H 3.7914 -1.1327 3.7432
C 0.8898 -2.7001 3.0675
H 1.5507 -3.0007 2.2479
H -0.1012 -3.1247 2.8665
H 1.2691 -3.1795 3.9848
C -1.5641 -1.0371 4.1302
H -1.5085 -1.4520 5.1492
H -1.8712 -1.8403 3.4606
H -2.3553 -0.2728 4.1226
C -0.6557 1.9833 4.3660
H -0.6529 2.0194 5.4651
H -1.6939 1.8693 4.0328
H -0.2774 2.9356 3.9823
C 2.3898 2.1417 3.4956
H 2.9690 2.1848 4.4353
H 1.8100 3.0738 3.4283
H 3.0981 2.1255 2.6556
C 0.9211 0.2354 -4.0604
C 2.3259 0.5889 -3.6201
C 2.9971 1.9528 -3.8407
C 2.3902 3.1834 -3.1015
C 1.3228 2.8786 -2.0783
C 0.0517 2.2812 -2.4235
C -0.4985 2.2968 -3.8259
C 0.2465 1.3887 -4.7922
H 3.1367 2.1464 -4.9173
H 2.0295 3.9297 -3.8161
H 4.0006 1.8321 -3.4086
H 0.9929 1.9854 -5.3422
H 0.9403 -0.6722 -4.6904
H 3.0399 -0.2558 -3.5906
H -0.4576 0.9979 -5.5248
H -1.5392 1.9597 -3.7536
H -0.7447 2.3162 -1.6665
H -0.5611 3.3333 -4.1656
H 3.1819 3.7126 -2.5502
H 1.2947 3.4970 -1.1560
P -0.2309 -0.7485 -2.6132
P -2.5277 0.5340 0.2858
C -2.1122 -0.6130 -2.4698
C -2.9001 0.3954 -1.5378
H -2.3744 -1.6420 -2.1821
H -2.4734 -0.4613 -3.5010
H -2.8749 1.4136 -1.9861
H -3.9633 0.0584 -1.5172
C -4.1210 0.6904 1.1655
H -3.9334 0.5846 2.2529
H -4.7994 -0.1132 0.8567
H -4.5558 1.6728 0.9504
C -1.8626 2.2435 0.5023
H -2.5114 2.9705 0.0031
H -0.8355 2.3289 0.1395
H -1.8166 2.4335 1.5758
C 0.4127 -2.3934 -2.9921
H 1.2086 -2.6916 -2.2951
H 0.8395 -2.4977 -4.0051
H -0.4035 -3.1293 -2.9070
C 2.7420 0.4690 -0.3147
H 2.1611 0.4127 0.5968
H 3.4404 1.3207 -0.3214
H 3.2217 -0.4897 -0.5281
F -3.0734 -5.8040 0.5941
C -2.2878 -4.6720 0.5576
C -2.8112 -3.4836 1.0542
C -1.9981 -2.3200 1.0188
C -0.7876 -2.4131 0.4158
C -0.2193 -3.5732 -0.0277
C -1.0073 -4.7601 0.0260
H -3.8359 -3.4417 1.4530
H -2.3762 -1.3739 1.4604
H 0.7885 -3.5961 -0.4245
H -0.6229 -5.6958 -0.3524

**Lowest unoccupied orbital energy (alpha / beta)**: -6.124 / -7.780 eV
**2S+1**: 5
**Net charge**: +2
**HOMO (alpha / beta)**: -12.89 / -12.87 eV
**Energy above the lowest of the compared OMol25 structures with the same formula, charge and spin**: 2.289 eV


(2)
C30H47N3O2P2V as an isolated structure. Source: the OMol25 dataset; level of theory: ωB97M-V with the def2-TZVPD basis set.

Atoms and positions in Å:
V -0.4745 1.0177 -0.5983
C -2.5390 -3.4376 -0.9187
C -1.7232 -2.3014 -1.5280
C -0.2391 -2.4439 -1.1920
P -2.2633 -0.5995 -1.0395
C -3.6670 -0.1537 -2.1702
C -4.5619 0.9157 -1.5426
C -4.5105 -1.2871 -2.7488
C -2.8818 -0.6768 0.6637
C -4.1593 -1.1212 0.9924
C -4.6855 -0.9885 2.2705
C -6.0547 -1.5084 2.6106
C -3.8921 -0.3481 3.2160
C -2.6115 0.0860 2.9235
C -2.0460 -0.1029 1.6532
N -0.7664 0.3417 1.3019
C 0.2353 0.3836 2.2780
C 0.2561 -0.4372 3.4152
C 1.2571 -0.3251 4.3651
C 2.2888 0.6002 4.2463
C 3.3617 0.7314 5.2932
C 2.3148 1.3676 3.0888
C 1.3434 1.2466 2.1018
P 1.4787 2.0077 0.4688
C 1.7795 3.8045 0.7189
C 0.6256 4.4103 1.5152
C 1.9293 4.4740 -0.6456
C 3.0209 1.3334 -0.3002
C 2.9158 -0.1905 -0.3370
C 4.3511 1.7863 0.2892
H -2.1802 -4.4001 -1.2901
H -3.6009 -3.3622 -1.1490
H -2.4339 -3.4370 0.1680
H -1.8288 -2.3107 -2.6193
H -0.0591 -2.2792 -0.1252
H 0.3554 -1.7269 -1.7623
H 0.1121 -3.4487 -1.4381
H -3.1176 0.3123 -2.9974
H -5.1985 0.4846 -0.7683
H -5.2116 1.3408 -2.3110
H -3.9872 1.7225 -1.0945
H -5.1228 -1.7659 -1.9831
H -3.9104 -2.0557 -3.2360
H -5.1937 -0.8797 -3.4975
H -4.7724 -1.5726 0.2216
H -6.7213 -1.4594 1.7487
H -6.5062 -0.9320 3.4184
H -6.0133 -2.5511 2.9344
H -4.2854 -0.1760 4.2122
H -2.0422 0.5886 3.6944
H -0.5229 -1.1718 3.5663
H 1.2248 -0.9761 5.2321
H 3.0635 0.2512 6.2248
H 3.5797 1.7781 5.5106
H 4.2935 0.2647 4.9648
H 3.1190 2.0832 2.9537
H 2.7053 3.9254 1.2918
H -0.3181 4.3002 0.9795
H 0.8051 5.4752 1.6783
H 0.5191 3.9312 2.4900
H 1.0323 4.3038 -1.2477
H 2.7855 4.0906 -1.2036
H 2.0623 5.5509 -0.5223
H 2.9403 1.6941 -1.3326
H 2.8746 -0.6104 0.6706
H 3.7846 -0.6133 -0.8459
H 2.0281 -0.5149 -0.8843
H 4.4888 1.3950 1.2983
H 4.4452 2.8723 0.3241
H 5.1719 1.4039 -0.3219
C -2.5628 4.6497 -1.8092
C -1.7347 3.4086 -1.7112
N -1.6624 2.6598 -0.6214
O -2.4464 3.1165 0.4541
C -0.9237 2.9123 -2.7709
C -0.7239 3.4806 -4.1371
N -0.3016 1.8351 -2.3367
O 0.5027 1.0249 -2.9374
H -3.2121 4.7597 -0.9457
H -3.1820 4.6272 -2.7081
H -1.9278 5.5366 -1.8775
H -2.3238 2.4269 1.1228
H -1.5610 4.1100 -4.4380
H -0.6172 2.6696 -4.8583
H 0.1862 4.0845 -4.1924

**Lowest unoccupied orbital energy (alpha / beta)**: 0.693 / 0.736 eV
**2S+1**: 2
**HOMO (alpha / beta)**: -6.97 / -5.76 eV